# C26H54Br4N4O3S3

A 9-piece molecular cluster, C26H54Br4N4O3S3 overall (the ωB97M-V functional and the def2-TZVPD basis, the OMol25 dataset).

The geometry in ORCA input format:
```
! RIJCOSX wB97M-V def2-TZVPD def2/J DEFGRID3
* xyz 0 1
C 4.7015 -3.2403 -0.7499
C 3.2055 -3.0902 -0.3425
C 2.8504 -3.8817 0.9699
C 3.4242 -3.2639 2.1734
N 3.8190 -2.9087 3.2069
H 5.0715 -4.2653 -0.7728
H 5.3670 -2.6212 -0.1483
H 4.8745 -2.8505 -1.7530
H 2.5696 -3.4181 -1.1648
H 2.9901 -2.0444 -0.1230
H 3.1065 -4.9412 0.9740
H 1.7638 -3.9612 0.9377
C 1.6042 -1.2210 -2.8987
C 1.3691 0.1015 -3.7814
C 0.0995 0.0775 -4.7397
C -1.1986 -0.3289 -4.1303
N -2.1667 -0.6894 -3.5416
H 1.7713 -2.1070 -3.5112
H 0.6504 -1.5314 -2.4719
H 2.4477 -1.2019 -2.2087
H 2.3352 0.3032 -4.2441
H 1.3717 0.9797 -3.1358
H 0.0329 -0.5715 -5.6129
H -0.0818 1.1258 -4.9770
C -2.0799 4.3797 -0.5426
C -2.2555 2.8911 -0.2892
C -2.2613 2.1187 -1.6022
C -3.3799 2.3575 -2.4475
N -4.2992 2.5168 -3.1271
H -2.2517 4.9518 0.3691
H -2.8195 4.8381 -1.1991
H -1.1089 4.6284 -0.9710
H -3.3171 2.8753 -0.0426
H -1.7252 2.3729 0.5098
H -2.1259 1.0634 -1.3654
H -1.2817 2.3736 -2.0066
C -3.4199 -5.9389 -3.8200
C -2.1512 -5.6566 -2.9462
C -2.2774 -4.2557 -2.2090
C -1.2835 -4.1226 -1.1899
N -0.5139 -4.1187 -0.3475
H -3.2037 -6.7696 -4.4917
H -3.6829 -4.9871 -4.2815
H -4.2458 -6.0780 -3.1225
H -1.2108 -5.7054 -3.4953
H -2.0069 -6.4245 -2.1862
H -3.3310 -4.1805 -1.9400
H -2.1163 -3.4338 -2.9065
C 2.2022 3.7373 -0.9455
S 1.9192 4.2071 0.8723
O 0.5038 3.6409 1.2143
C 3.1781 2.9036 1.3654
H 1.9841 4.6233 -1.5417
H 1.5459 2.9111 -1.2190
H 3.2319 3.4041 -1.0747
H 3.0526 2.7935 2.4425
H 4.1811 3.2808 1.1662
H 3.0031 1.9432 0.8805
C 4.3930 0.5886 3.8446
S 4.2495 1.0883 5.6179
O 4.1100 2.5837 5.7676
C 2.5602 0.3267 5.9196
H 4.5590 -0.4867 3.9105
H 5.2461 1.0616 3.3582
H 3.4485 0.7107 3.3143
H 1.8401 0.6479 5.1670
H 2.0484 0.7786 6.7693
H 2.6277 -0.7592 5.9867
C -0.3094 0.3982 3.0759
S 0.5651 0.2147 1.3908
O 1.7855 -0.6799 1.4841
C -0.7089 -0.9243 0.5977
H -0.1250 -0.5204 3.6329
H -1.3944 0.4615 2.9932
H 0.2255 1.2044 3.5779
H -1.5667 -0.3213 0.2997
H -1.0617 -1.7843 1.1668
H -0.2927 -1.2526 -0.3547
Br -2.5135 4.2149 5.2787
C -0.6881 4.6919 4.6706
C -0.3737 6.1855 4.2994
Br -1.2943 6.6328 2.5642
H -0.4825 4.0533 3.8115
H 0.0200 4.4631 5.4670
H 0.7150 6.2269 4.2655
H -0.7662 6.8398 5.0778
Br -7.2885 -1.6955 -3.9278
C -5.6160 -1.7486 -2.9735
C -5.7028 -0.8225 -1.7399
Br -4.0723 -1.0080 -0.5389
H -4.8121 -1.5097 -3.6698
H -5.3748 -2.6989 -2.4973
H -6.5724 -0.9901 -1.1045
H -5.8089 0.2384 -1.9664
*
```

The calculation puts the energy above the lowest of the compared OMol25 structures with the same formula, charge and spin at 16.0 kJ/mol.

Mulliken population analysis, charges in e, atoms 1 to 4: number 1, C, carries -1.424; number 2, C, carries 0.346; number 3, C, carries -0.308; number 4, C, carries 0.284



# C2H9N2O

A 2-piece molecular cluster, C2H9N2O overall (the ωB97M-V functional and the def2-TZVPD basis, the OMol25 dataset).

The geometry in ORCA input format:
```
! RIJCOSX wB97M-V def2-TZVPD def2/J DEFGRID3
* xyz 1 1
C 0.3009 0.4654 -1.2699
N 0.3600 -0.0289 0.2094
C 0.2802 0.8527 1.2281
N 0.9920 0.8114 2.4143
H -0.5174 1.1459 -1.6691
H 0.1117 -0.4059 -2.0038
H 1.3082 0.7780 -1.5408
H -0.0525 -0.9859 0.2607
H -0.6029 1.4839 1.2192
H 1.8921 0.3260 2.6421
H 0.5051 1.2546 3.3372
H -1.3218 -2.5794 -2.0275
H -1.9944 -1.2183 -1.5104
O -1.2612 -1.8995 -1.2895
*
```

The calculation puts the energy above the lowest of the compared OMol25 structures with the same formula, charge and spin at 308.3 kJ/mol.

Mulliken population analysis, charges in e, atoms 1 to 4: number 1, C, carries -0.800; number 2, N, carries -0.263; number 3, C, carries 0.159; number 4, N, carries -0.349



# C52H91N13

A 13-piece molecular cluster, C52H91N13 overall (the ωB97M-V functional and the def2-TZVPD basis, the OMol25 dataset).

The geometry in ORCA input format:
```
! RIJCOSX wB97M-V def2-TZVPD def2/J DEFGRID3
* xyz 0 1
C 8.8759 -15.3322 -7.9456
C 9.8982 -16.4660 -7.9351
C 10.0498 -17.1107 -6.5960
C 10.7744 -16.1716 -5.6671
N 11.5139 -15.5155 -5.0790
H 9.2072 -14.4679 -8.5429
H 8.7592 -15.0049 -6.9550
H 7.8512 -15.6328 -8.1889
H 10.8942 -16.0559 -8.1840
H 9.7309 -17.1948 -8.7807
H 10.5727 -18.0521 -6.6425
H 9.0950 -17.3228 -6.0695
C 12.2502 -20.9436 -5.4185
C 13.7723 -20.9554 -5.5383
C 14.5349 -22.2747 -5.5962
C 14.2162 -23.1247 -4.4574
N 14.0768 -23.7425 -3.5019
H 11.7665 -21.2093 -6.3734
H 11.8515 -19.9714 -5.1906
H 11.8251 -21.6820 -4.7186
H 14.1727 -20.3925 -4.7008
H 13.9902 -20.3232 -6.4626
H 15.6141 -22.1350 -5.6286
H 14.2180 -22.8233 -6.4819
C 18.1527 -18.3840 -12.3896
C 17.4383 -18.0247 -13.6804
C 16.6461 -19.2472 -14.2601
C 15.4867 -19.5868 -13.4417
N 14.6139 -19.8892 -12.7412
H 17.3819 -18.6718 -11.6967
H 18.7739 -17.5928 -11.9462
H 18.8588 -19.2217 -12.6011
H 18.1948 -17.7475 -14.4429
H 16.6399 -17.2943 -13.5830
H 17.3070 -20.1334 -14.3506
H 16.3055 -19.1039 -15.2830
C 8.7245 -21.6518 -13.9515
C 8.3574 -22.6224 -12.8150
C 7.1639 -22.0414 -12.0883
C 7.5088 -20.7298 -11.4615
N 7.7451 -19.8312 -10.7551
H 8.9903 -20.6438 -13.5225
H 7.9645 -21.4766 -14.7064
H 9.5223 -22.0202 -14.5423
H 9.1117 -22.6532 -12.0398
H 8.0734 -23.6211 -13.1832
H 6.7185 -22.6725 -11.2922
H 6.3242 -21.8769 -12.7751
C 7.3988 -28.3512 -8.5975
C 7.4416 -26.9387 -7.9630
C 8.2702 -25.9606 -8.7718
C 7.8429 -25.8734 -10.1525
N 7.5546 -25.8489 -11.2654
H 8.3773 -28.8507 -8.6538
H 7.0222 -28.3497 -9.6254
H 6.8485 -29.0021 -7.8789
H 7.9230 -27.0298 -7.0048
H 6.4557 -26.5004 -7.8391
H 9.3176 -26.3135 -8.7341
H 8.2373 -24.9706 -8.3772
C 14.8628 -15.7670 -9.0211
C 13.5853 -16.1244 -9.7898
C 13.9404 -16.9050 -11.0834
C 14.7773 -16.0421 -11.9579
N 15.5168 -15.2902 -12.4023
H 15.5754 -16.5701 -8.7928
H 14.5592 -15.3539 -8.0012
H 15.3891 -14.9906 -9.5514
H 13.0922 -15.1344 -10.0480
H 12.9196 -16.6953 -9.1745
H 13.0385 -17.1617 -11.6616
H 14.5225 -17.7574 -10.7741
C 10.9213 -24.4373 -6.4070
C 10.4288 -24.3568 -4.9780
C 11.2370 -25.2487 -4.0002
C 10.7381 -26.6208 -4.1962
N 10.2673 -27.6166 -4.4970
H 10.7435 -25.4801 -6.7835
H 11.9700 -24.1192 -6.4892
H 10.3238 -23.8016 -7.0173
H 9.3640 -24.5762 -4.9848
H 10.5918 -23.3307 -4.5684
H 11.0072 -25.0128 -2.9753
H 12.2895 -25.0948 -4.1402
C 12.7191 -22.7519 -12.3877
C 12.5916 -24.2310 -12.0986
C 11.8722 -24.5183 -10.8143
C 12.5222 -23.8022 -9.7078
N 13.0841 -23.2702 -8.8566
H 13.2762 -22.2403 -11.6109
H 11.7211 -22.2778 -12.4115
H 13.2576 -22.5322 -13.3267
H 13.5877 -24.7085 -12.0759
H 11.9758 -24.6896 -12.9078
H 11.9191 -25.5903 -10.5586
H 10.8393 -24.2199 -10.8498
C 16.7024 -20.0529 -8.5675
C 15.6461 -20.9691 -9.1422
C 16.2186 -22.2417 -9.7736
C 17.0492 -22.1014 -11.0270
N 17.5978 -22.1322 -12.0358
H 17.4498 -19.7953 -9.2891
H 17.2293 -20.5498 -7.7067
H 16.1996 -19.1451 -8.1783
H 14.9458 -20.4270 -9.7715
H 15.0007 -21.2748 -8.3403
H 15.4000 -22.9461 -10.0434
H 16.8523 -22.7120 -8.9791
C 5.2544 -19.3717 -7.8522
C 5.4855 -20.6239 -7.0686
C 6.7057 -21.3643 -7.6744
C 6.8812 -22.7211 -7.1476
N 6.9905 -23.7087 -6.5931
H 6.1184 -18.6795 -7.8465
H 4.3954 -18.7978 -7.4715
H 5.0999 -19.5828 -8.9400
H 4.5804 -21.2281 -7.1745
H 5.6797 -20.4315 -6.0065
H 7.5928 -20.8787 -7.4331
H 6.6370 -21.3964 -8.7831
C 15.0431 -17.9592 -3.6633
C 15.1234 -16.5354 -4.0363
C 15.0882 -16.3170 -5.5370
C 13.9845 -17.0783 -6.1544
N 13.1787 -17.7378 -6.6527
H 15.1385 -18.2453 -2.6169
H 15.7309 -18.5916 -4.2529
H 13.9941 -18.3210 -3.8561
H 16.0815 -16.1496 -3.7238
H 14.3150 -15.9468 -3.6260
H 15.9781 -16.7267 -5.9895
H 14.9105 -15.2687 -5.7725
C 11.5081 -19.4565 -10.7392
C 11.6179 -19.5628 -9.2125
C 10.2948 -19.9897 -8.5981
C 9.9344 -21.3346 -9.0370
N 9.4700 -22.3630 -9.2796
H 12.4597 -19.3681 -11.2781
H 11.0671 -18.5154 -10.9618
H 11.0527 -20.3324 -11.1824
H 11.9551 -18.6096 -8.7699
H 12.3790 -20.3047 -8.9431
H 9.4653 -19.2881 -8.7722
H 10.3798 -20.0335 -7.4852
C 6.6486 -23.0500 -3.2044
C 7.2362 -21.9049 -2.3506
C 8.5844 -21.3364 -2.9023
C 8.4679 -20.6089 -4.1884
N 8.4329 -20.0294 -5.1935
H 7.3329 -23.8828 -3.3258
H 6.4757 -22.7307 -4.2175
H 5.6959 -23.3855 -2.7636
H 7.4894 -22.2565 -1.3551
H 6.5088 -21.1066 -2.2589
H 9.3007 -22.1443 -3.0606
H 8.9397 -20.6555 -2.1489
*
```

The calculation puts the energy above the lowest of the compared OMol25 structures with the same formula, charge and spin at 159.0 kJ/mol.

Mulliken population analysis, charges in e, atoms 1 to 4: number 1, C, carries -1.558; number 2, C, carries 0.815; number 3, C, carries 1.253; number 4, C, carries -0.051



# C16H16BF7N3O5S

A 3-piece molecular cluster, C16H16BF7N3O5S overall (the ωB97M-V functional and the def2-TZVPD basis, the OMol25 dataset).

The geometry in ORCA input format:
```
! RIJCOSX wB97M-V def2-TZVPD def2/J DEFGRID3
* xyz -1 1
C -1.7779 2.3014 0.4118
B -0.2647 1.9994 0.8451
O -0.0392 0.9267 1.7546
C 1.0571 2.7828 0.3019
N 1.4675 3.9569 1.1253
S 0.5115 5.3049 0.9528
O 1.2576 6.4304 1.5191
O -0.7158 5.1910 1.7327
C 0.0335 5.7098 -0.8027
F -0.8122 6.8013 -0.7026
F -0.7432 4.7313 -1.3732
C 1.2063 6.1823 -1.7494
F 2.0225 7.1154 -1.2023
F 0.5966 6.7927 -2.8355
C 2.1161 5.0461 -2.3450
F 1.4442 4.0886 -3.0102
F 2.9215 5.6561 -3.2857
F 2.9822 4.5394 -1.4313
C 2.2657 1.7472 0.4076
O 2.6257 1.1093 -0.6012
O 2.8456 1.5608 1.5318
H -2.1763 3.2842 0.7563
H -2.4170 1.5169 0.9082
H -1.9108 2.1784 -0.6974
H -0.1276 0.1322 1.1886
H 0.9418 2.9784 -0.7926
H 2.4672 4.1656 1.0659
N -1.8766 -2.4894 0.5799
C -1.1077 -3.1250 1.4745
C -1.6034 -3.7639 2.6007
C -2.9702 -3.7422 2.8192
C -3.7867 -3.0894 1.9095
C -3.1935 -2.4850 0.8132
H -0.0448 -3.1121 1.2624
H -0.9344 -4.2645 3.2880
H -3.3959 -4.2290 3.6892
H -4.8596 -3.0509 2.0471
H -3.7924 -1.9656 0.0720
N 0.9197 -5.2046 -0.0886
C 1.9167 -6.0731 -0.2822
C 1.9414 -7.0062 -1.3068
C 0.8688 -7.0471 -2.1821
C -0.1791 -6.1594 -2.0027
C -0.1063 -5.2621 -0.9484
H 2.7329 -6.0054 0.4293
H 2.7789 -7.6830 -1.4156
H 0.8499 -7.7631 -2.9956
H -1.0343 -6.1620 -2.6657
H -0.9014 -4.5461 -0.7700
*
```

Mulliken population analysis, charges in e, atoms 1 to 4: number 1, C, carries -0.918; number 2, B, carries 0.696; number 3, O, carries -0.588; number 4, C, carries 0.169



# C3H11NO2

A 2-piece molecular cluster, C3H11NO2 overall (the ωB97M-V functional and the def2-TZVPD basis, the OMol25 dataset).

The geometry in ORCA input format:
```
! RIJCOSX wB97M-V def2-TZVPD def2/J DEFGRID3
* xyz 0 1
C 2.1033 0.9451 -0.8263
C 0.6192 1.4244 -0.4789
C 0.3911 2.6859 -1.3867
O -0.1501 0.3562 -0.9273
N 2.1347 -0.5472 -0.9288
H 2.7194 1.3560 0.0121
H 2.5095 1.4196 -1.7380
H 0.4750 1.5487 0.6532
H -0.6340 2.7951 -1.7538
H 0.9211 2.4148 -2.4081
H 0.6885 3.6812 -0.8568
H -0.8467 0.1630 -0.3520
H 2.6279 -0.7969 -1.8199
H 1.2418 -0.9386 -1.1845
H -4.5222 -3.3528 3.4706
H -3.5320 -4.0518 4.5360
O -4.2590 -4.1987 3.9391
*
```

The calculation puts the energy above the lowest of the compared OMol25 structures with the same formula, charge and spin at 154.4 kJ/mol. As for the SMILES: C[C@@H](O)CN.O.

Mulliken population analysis, charges in e, atoms 1 to 4: number 1, C, carries -0.551; number 2, C, carries 0.416; number 3, C, carries -1.204; number 4, O, carries -0.569



# C12H26FN2O2PS

A 2-piece molecular cluster, C12H26FN2O2PS overall (the ωB97M-V functional and the def2-TZVPD basis, the OMol25 dataset).

The geometry in ORCA input format:
```
! RIJCOSX wB97M-V def2-TZVPD def2/J DEFGRID3
* xyz 0 1
F -6.0851 1.8452 0.3757
S -5.2937 0.8187 -0.6523
C -5.7422 -0.7102 0.0260
C -6.0346 -1.8870 -0.7514
O -5.9198 1.0265 -1.9175
O -3.8864 1.2106 -0.4677
H -5.5690 -0.7028 1.1130
H -5.9019 -2.7312 -0.0723
H -5.5180 -1.8287 -1.7042
C -9.2260 -6.5696 0.1738
C -8.4467 -5.6845 -0.8198
C -7.0489 -5.5007 -0.2388
C -8.3391 -6.3909 -2.1616
N -9.0970 -4.4159 -0.9875
C -9.9225 -3.8802 0.0623
C -10.3586 -2.4804 -0.3692
N -9.8024 -2.2476 -1.6775
C -9.9397 -0.9464 -2.2849
C -11.2173 -0.2400 -1.7986
C -9.9505 -1.0892 -3.7990
C -8.7861 -0.0378 -1.8880
P -8.6218 -3.2721 -1.9807
H -6.9825 -2.2330 -1.1030
H -10.2830 -6.7059 -0.1205
H -8.7582 -7.5771 0.2150
H -9.1955 -6.1673 1.2086
H -6.4039 -4.9577 -0.9328
H -7.0948 -4.9481 0.7086
H -6.5846 -6.4781 -0.0353
H -7.7254 -5.8224 -2.8638
H -7.8864 -7.3877 -2.0375
H -9.3269 -6.5271 -2.6092
H -10.8150 -4.5076 0.2549
H -9.3748 -3.8275 1.0389
H -11.4667 -2.4173 -0.3647
H -10.0062 -1.7212 0.3750
H -11.1583 0.0294 -0.7234
H -11.3401 0.7135 -2.3548
H -12.1280 -0.8423 -1.9618
H -9.0098 -1.5089 -4.1669
H -10.7624 -1.7463 -4.1228
H -10.1000 -0.1078 -4.2757
H -7.8337 -0.3751 -2.2965
H -8.9455 0.9874 -2.2555
H -8.6838 0.0136 -0.7970
*
```

Mulliken population analysis, charges in e, atoms 1 to 4: number 1, F, carries -0.316; number 2, S, carries 1.105; number 3, C, carries -0.855; number 4, C, carries 0.290



The calculation returns the following gap between HOMO and LUMO values, one per record and in order: 8.84, 9.80, 11.48, 6.87, 9.68, 5.33 eV.